<i>
C23H32N4O4S | wB97M-V/def2-TZVPD

LUMO energy = 0.0533 eV
M = 460.60 Da
structure (SMILES) = CN1CCN(C(=O)c2cn(C)c3ccc(S(=O)(=O)N(C)C4CCCCC4)cc3c2=O)CC1

Last column: Löwdin charge in e.
Geometry (Å):
C -0.172 -4.778 -4.919  -0.106
N 0.041 -3.498 -5.558  -0.224
C -0.938 -2.486 -5.191  -0.168
C -0.460 -1.571 -4.061  -0.129
N 0.725 -0.865 -4.504  -0.030
C 1.147 0.323 -4.039  -0.425
O 2.081 0.930 -4.544  0.056
C 0.411 0.915 -2.876  -0.038
C 0.125 2.239 -2.947  0.028
N -0.466 2.957 -1.966  -0.081
C -0.721 4.365 -2.164  -0.022
C -0.820 2.334 -0.792  -0.131
C -1.479 3.027 0.238  0.010
C -1.826 2.379 1.401  -0.038
C -1.525 1.034 1.569  -0.262
S -2.044 0.242 3.093  0.685
O -1.590 -1.117 3.080  -0.273
O -3.453 0.487 3.225  -0.283
N -1.257 1.161 4.236  -0.254
C -2.054 1.930 5.162  -0.085
C 0.071 0.771 4.681  -0.333
C 0.062 -0.475 5.572  -0.149
C 1.475 -0.789 6.053  -0.195
C 2.409 -0.996 4.866  -0.203
C 2.412 0.239 3.970  -0.189
C 0.996 0.544 3.487  -0.160
C -0.884 0.337 0.578  0.023
C -0.517 0.971 -0.612  -0.036
C 0.184 0.179 -1.643  -0.333
O 0.543 -0.971 -1.441  0.063
C 1.497 -1.524 -5.541  -0.119
C 1.408 -3.029 -5.354  -0.180
H -1.167 -5.143 -5.171  0.082
H 0.561 -5.484 -5.307  0.084
H -0.072 -4.740 -3.824  0.088
H -1.867 -2.974 -4.895  0.120
H -1.150 -1.876 -6.078  0.119
H -1.241 -0.850 -3.802  0.133
H -0.238 -2.166 -3.167  0.115
H 0.381 2.779 -3.849  0.144
H -1.793 4.572 -2.137  0.101
H -0.333 4.665 -3.135  0.095
H -0.222 4.956 -1.394  0.102
H -1.726 4.069 0.125  0.103
H -2.341 2.899 2.193  0.119
H -2.070 1.484 6.161  0.089
H -3.070 1.953 4.777  0.074
H -1.661 2.948 5.232  0.092
H 0.457 1.621 5.261  0.157
H -0.597 -0.314 6.429  0.113
H -0.333 -1.309 4.992  0.107
H 1.460 -1.685 6.676  0.110
H 1.845 0.038 6.666  0.114
H 3.422 -1.203 5.218  0.108
H 2.069 -1.857 4.287  0.118
H 3.062 0.075 3.110  0.112
H 2.801 1.094 4.529  0.114
H 0.623 -0.300 2.909  0.101
H 0.993 1.429 2.847  0.122
H -0.656 -0.710 0.700  0.130
H 1.125 -1.243 -6.534  0.133
H 2.530 -1.178 -5.456  0.127
H 1.772 -3.276 -4.343  0.128
H 2.053 -3.534 -6.080  0.123

<ii>
C23H32N4O4S | wB97M-V/def2-TZVPD

LUMO energy = 0.3371 eV
M = 460.60 Da
structure (SMILES) = CCN(CC)CCN(Cc1cc2cc3c(cc2[nH]c1=O)OCO3)C(=S)NC[C@@H]1CCCO1

Last column: Löwdin charge in e.
Geometry (Å):
C -2.179 -3.988 -0.116  -0.078
C -2.472 -2.486 -0.182  -0.237
N -1.351 -1.596 -0.430  -0.234
C -0.669 -1.740 -1.704  -0.234
C 0.455 -2.778 -1.791  -0.074
C -0.487 -1.349 0.713  -0.146
C -1.084 -0.297 1.672  -0.112
N -0.692 1.071 1.398  -0.101
C 0.351 1.626 2.241  -0.149
C 1.704 1.112 1.830  -0.106
C 2.413 1.686 0.829  0.049
C 3.680 1.184 0.413  -0.144
C 4.420 1.790 -0.623  0.072
C 5.631 1.247 -0.935  -0.198
C 6.136 0.122 -0.257  -0.197
C 5.442 -0.491 0.750  0.078
C 4.193 0.056 1.086  -0.177
N 3.443 -0.504 2.082  0.172
C 2.206 -0.070 2.515  -0.432
O 1.626 -0.678 3.401  0.045
O 7.356 -0.203 -0.767  0.046
C 7.624 0.746 -1.781  -0.153
O 6.538 1.638 -1.883  0.038
C -1.155 1.777 0.334  -0.780
S -0.786 3.392 0.133  0.663
N -1.935 1.128 -0.540  0.030
C -2.619 1.741 -1.644  -0.162
C -4.138 1.731 -1.418  -0.302
C -4.557 2.498 -0.150  -0.117
C -4.933 1.389 0.832  -0.147
C -5.402 0.290 -0.119  -0.202
O -4.564 0.379 -1.252  -0.114
H -1.944 -4.387 -1.099  0.062
H -3.059 -4.508 0.256  0.072
H -1.351 -4.194 0.558  0.069
H -2.916 -2.182 0.770  0.109
H -3.212 -2.297 -0.966  0.117
H -0.242 -0.760 -1.951  0.116
H -1.433 -1.968 -2.452  0.122
H 0.886 -2.750 -2.789  0.074
H 1.244 -2.558 -1.075  0.065
H 0.093 -3.784 -1.603  0.055
H 0.469 -0.966 0.351  0.120
H -0.285 -2.265 1.284  0.125
H -0.737 -0.522 2.681  0.116
H -2.176 -0.367 1.661  0.112
H 0.155 1.342 3.278  0.130
H 0.314 2.713 2.140  0.060
H 2.015 2.555 0.324  0.100
H 4.032 2.651 -1.139  0.133
H 5.836 -1.351 1.265  0.127
H 3.814 -1.315 2.565  0.164
H 8.540 1.303 -1.528  0.142
H 7.769 0.225 -2.740  0.141
H -2.036 0.115 -0.467  0.093
H -2.396 1.179 -2.556  0.125
H -2.269 2.770 -1.753  0.066
H -4.622 2.151 -2.312  0.145
H -5.419 3.132 -0.358  0.114
H -3.747 3.124 0.218  0.089
H -4.055 1.061 1.389  0.094
H -5.707 1.687 1.535  0.111
H -6.449 0.460 -0.412  0.121
H -5.308 -0.719 0.287  0.113

It is <ii> that is most stable; the runner-up trails by 0.0079 hartree.

<i>
C2H3N3O2 | wB97M-V/def2-TZVPD

LUMO energy = -0.2029 eV
M = 101.06 Da
structure (SMILES) = O=c1cnn(O)[nH]1

Last column: Löwdin charge in e.
Geometry (Å):
O 0.951 -1.735 -1.452  0.087
C 0.622 -0.744 -0.856  -0.420
C 1.218 0.618 -0.498  -0.096
N 0.561 1.283 0.338  0.167
N -0.988 0.444 0.427  -0.115
O -1.379 0.195 1.797  -0.044
N -0.655 -0.675 -0.255  0.037
H 2.150 0.770 -1.028  0.123
H -1.030 1.053 2.128  0.093
H -1.450 -1.209 -0.601  0.167

<ii>
C2H3N3O2 | wB97M-V/def2-TZVPD

LUMO energy (spin up / spin down) = -2.6938 / -2.6932 eV
M = 101.06 Da

Last column: Löwdin charge in e.
Geometry (Å):
C -0.808 2.140 0.002  -0.152
C -0.523 0.798 -0.270  -0.081
N -1.180 3.239 0.143  0.219
N -0.827 -0.188 0.522  0.216
N 1.508 -1.487 -0.472  -0.381
O 0.733 -2.175 0.200  -0.145
O 2.665 -1.747 -0.572  -0.059
H 0.079 0.502 -1.235  0.177
H -0.287 -1.094 0.288  0.035
H -1.360 0.011 1.394  0.171

It is <i> that is most stable; the runner-up trails by 0.0263 hartree.

<i>
C4H9N4 | wB97M-V/def2-TZVPD

LUMO energy = -4.5744 eV
M = 113.14 Da
structure (SMILES) = [H]/N=[N+]1/NC=C[C@@H]1CN
net charge = +1

Last column: Löwdin charge in e.
Geometry (Å):
H 0.567 1.524 -1.384  0.111
N 0.227 0.526 -1.861  0.203
N 0.144 -0.344 -0.971  -0.169
N -0.440 -1.516 -1.274  0.078
C -0.561 -2.358 -0.149  -0.002
C -0.024 -1.689 0.888  -0.006
C 0.365 -0.271 0.513  -0.156
C -0.327 1.101 0.931  -0.071
N 0.442 2.127 0.038  -0.025
H -1.011 -1.658 -2.154  0.212
H -0.975 -3.245 -0.162  0.084
H 0.170 -2.119 1.803  0.092
H 1.502 -0.161 0.818  0.200
H -1.317 1.220 0.536  0.110
H -0.291 1.403 2.018  0.142
H 1.362 2.358 0.348  0.088
H 0.166 3.102 0.061  0.109

<ii>
C4H9N4 | wB97M-V/def2-TZVPD

LUMO energy = -4.4207 eV
M = 113.14 Da
structure (SMILES) = C[C@]1([NH3+])N=NC=C1N
net charge = +1

Last column: Löwdin charge in e.
Geometry (Å):
C -0.866 -0.805 1.211  0.030
C -0.569 0.048 -0.087  -0.257
N -1.224 1.537 0.148  0.271
N -1.147 -0.211 -1.436  0.009
N -0.304 -0.636 -2.226  0.049
C 0.962 -0.737 -1.719  -0.071
C 1.031 -0.239 -0.463  -0.225
N 2.024 -0.127 0.427  0.138
H -1.872 -0.536 1.514  0.088
H -0.187 -0.679 1.945  0.034
H -0.685 -1.834 0.885  0.118
H -2.114 1.443 0.678  0.174
H -1.401 1.826 -0.782  0.126
H -0.548 2.124 0.612  0.157
H 1.858 -1.036 -2.178  0.109
H 2.973 -0.026 0.040  0.138
H 2.069 -0.111 1.431  0.114

It is <ii> that is most stable; the runner-up trails by 0.0364 hartree.

<i>
C4H9N4 | wB97M-V/def2-TZVPD

LUMO energy = -5.9155 eV
M = 113.14 Da
structure (SMILES) = C[C@@H]1N=NC=N[N@H+]1C
net charge = +1

Last column: Löwdin charge in e.
Geometry (Å):
C -1.049 -1.782 0.495  -0.036
C -0.115 -0.873 -0.243  -0.209
N 1.210 -1.396 -0.346  0.092
N 2.249 -0.730 -0.427  0.089
C 2.288 0.633 -0.136  -0.059
N 1.284 1.281 0.408  0.093
N 0.049 0.726 0.401  -0.068
C -0.907 1.640 -0.389  0.038
H -0.952 -2.866 0.234  0.118
H -2.173 -1.586 0.264  0.130
H -1.044 -1.879 1.542  0.066
H -0.536 -0.590 -1.192  0.136
H 3.234 1.141 -0.031  0.132
H -0.080 0.547 1.347  0.150
H -1.986 1.382 -0.350  0.118
H -0.795 2.634 -0.075  0.074
H -0.676 1.718 -1.503  0.136

<ii>
C4H9N4 | wB97M-V/def2-TZVPD

LUMO energy = -3.5314 eV
M = 113.14 Da
net charge = +1

Last column: Löwdin charge in e.
Geometry (Å):
C 2.255 0.742 -1.195  0.017
C -0.995 -0.821 0.221  -0.033
C -1.330 -0.857 1.647  -0.007
C 0.551 1.669 1.294  0.027
N -1.335 -1.279 -2.183  0.133
N 1.525 0.382 -0.228  -0.050
N -1.180 -1.186 -0.884  0.073
N 0.458 0.795 0.415  -0.111
H 3.224 0.337 -1.543  0.091
H 2.205 1.792 -1.579  0.090
H -1.771 0.125 1.586  0.080
H -2.127 -1.587 1.841  0.114
H -0.555 -0.914 2.460  0.128
H -0.386 1.869 1.839  0.093
H 1.548 2.070 1.581  0.118
H -0.568 -0.936 -2.640  0.078
H -1.518 -2.198 -2.633  0.160

It is <i> that is most stable; the runner-up trails by 0.0194 hartree.